# 1
Computed, not measured: a molecular structure, C14H11N5OPtS4, with ωB97M-V/def2-TZVPD.

Element x y z (Å)
Pt1 -1.06 0.04 0.09
S1 2.75 1.85 -0.11
C1 -0.06 2.99 -0.60
C2 0.65 4.19 -0.60
C3 0.13 5.31 -1.23
C4 -1.09 5.21 -1.90
C5 -1.77 4.02 -1.92
C6 -1.30 2.86 -1.26
S2 -2.27 1.43 -1.34
H1 1.61 4.21 -0.11
H2 0.68 6.25 -1.21
H3 -1.50 6.08 -2.41
H4 -2.72 3.94 -2.45
S3 -0.83 -0.49 2.31
C7 0.09 0.87 2.76
C8 0.35 1.01 4.17
N1 0.52 1.09 5.30
C9 0.61 1.83 1.91
S4 0.69 1.54 0.15
C10 1.26 2.98 2.43
N2 1.76 3.91 2.90
C11 1.38 -5.20 -0.14
N3 0.16 -4.45 -0.19
C12 -1.01 -4.96 -0.86
C13 -1.78 -3.66 -1.19
O1 -2.89 -3.66 -1.70
N4 -1.01 -2.59 -0.83
C14 0.11 -3.08 -0.33
N5 1.16 -2.30 -0.02
H5 1.17 -6.19 0.27
H6 2.10 -4.72 0.53
H7 1.85 -5.32 -1.12
H8 -1.61 -5.62 -0.24
H9 -0.76 -5.47 -1.80
H10 0.88 -1.31 0.02
H11 1.76 -2.59 0.72

As for the spin multiplicity: 1. As for the total charge: -2. Its frontier orbital gap (alpha / beta) is 4.24 / 4.24 eV. As for the LUMO energy (alpha / beta): 4.2 / 4.2 eV. The calculation puts the energy above the lowest of the compared OMol25 structures with the same formula, charge and spin at 122.7 kcal/mol. Its HOMO energy (alpha / beta) is -0.03 / -0.03 eV.

***

# 2
Computed, not measured: a molecular structure, C14H11O8OsS2, with ωB97M-V/def2-TZVPD.

Element x y z (Å)
Os1 -0.03 -0.04 0.11
O1 1.14 0.40 -1.69
S1 2.45 0.44 -0.94
O2 3.61 -0.19 -1.46
O3 1.98 -0.18 0.36
C1 2.86 2.09 -0.49
C2 4.06 2.56 -0.98
C3 4.50 3.84 -0.64
C4 3.74 4.64 0.18
C5 2.52 4.18 0.67
C6 2.07 2.92 0.34
S2 0.48 2.50 0.96
O4 -0.14 3.66 1.45
O5 0.51 1.21 1.77
O6 -0.24 1.94 -0.27
H1 4.67 1.93 -1.61
H2 5.45 4.20 -1.02
H3 4.08 5.63 0.44
H4 1.92 4.81 1.30
C7 -4.31 -0.58 0.11
C8 -2.88 -1.01 0.10
O7 -2.04 -0.07 0.06
C9 -2.49 -2.39 0.10
C10 -3.47 -3.40 0.09
C11 -3.11 -4.72 0.07
C12 -1.75 -5.08 0.06
C13 -0.77 -4.11 0.08
C14 -1.14 -2.78 0.10
O8 -0.11 -1.89 0.15
H5 -4.36 0.51 0.11
H6 -4.82 -0.97 0.99
H7 -4.83 -0.96 -0.77
H8 -4.52 -3.13 0.08
H9 -3.87 -5.49 0.05
H10 -1.47 -6.12 0.05
H11 0.28 -4.36 0.08

As for the spin multiplicity: 1. As for the total charge: +1. Its frontier orbital gap (alpha / beta) is 7.22 / 7.24 eV. As for the LUMO energy (alpha / beta): -5.5 / -5.5 eV. Its HOMO energy (alpha / beta) is -12.77 / -12.79 eV.

***

# 3
Computed, not measured: a molecular structure, C14H12Br6N2O4, with ωB97M-V/def2-TZVPD.

Element x y z (Å)
C1 -4.33 10.38 -4.10
Br1 -5.45 11.97 -4.48
Br2 -3.31 10.46 -2.41
Br3 -3.19 9.85 -5.72
H1 -4.99 9.51 -4.04
C2 0.11 4.25 -2.31
Br4 -0.09 2.28 -2.68
Br5 1.66 4.68 -1.18
Br6 -1.52 4.89 -1.48
H2 0.32 4.69 -3.28
C3 -2.25 8.56 -3.63
C4 -1.21 9.28 -4.08
C5 0.00 8.77 -4.41
C6 0.15 7.35 -4.18
C7 -0.92 6.53 -3.81
C8 -2.15 7.12 -3.67
N1 1.43 6.75 -4.51
O1 1.60 5.68 -4.00
O2 2.26 7.39 -5.22
H3 -3.22 9.04 -3.55
H4 -1.38 10.35 -4.16
H5 0.78 9.38 -4.85
H6 -0.83 5.47 -3.63
H7 -3.01 6.63 -3.25
C9 1.62 2.72 -5.96
C10 1.36 4.02 -5.66
C11 0.07 4.32 -5.24
C12 -0.93 3.39 -5.36
C13 -0.59 2.07 -5.67
C14 0.69 1.71 -6.00
N2 -2.34 3.73 -5.02
O3 -3.16 3.02 -5.41
O4 -2.46 4.68 -4.26
H8 2.63 2.43 -6.20
H9 2.16 4.74 -5.65
H10 -0.23 5.35 -5.20
H11 -1.24 1.21 -5.56
H12 0.97 0.68 -6.19

As for the spin multiplicity: 1. As for the total charge: 0. Its frontier orbital gap is 7.99 eV. As for the LUMO energy: -1.0 eV. The calculation puts the energy above the lowest of the compared OMol25 structures with the same formula, charge and spin at 170.5 kcal/mol. Its HOMO energy is -9.03 eV.

***

# 4
Computed, not measured: a molecular structure, C14H12ClI2NW, with ωB97M-V/def2-TZVPD.

Element x y z (Å)
W1 -0.46 -0.17 0.07
I1 1.38 0.82 1.73
C1 2.44 1.78 0.12
I2 1.19 1.17 -1.54
H1 3.44 1.39 0.02
H2 2.41 2.86 0.23
Cl1 -2.51 0.58 0.34
N1 -0.13 -1.90 -0.06
C2 -0.03 -3.24 -0.06
C3 0.07 -3.93 -1.31
C4 0.57 -3.27 -2.46
C5 0.64 -3.94 -3.66
C6 0.19 -5.25 -3.75
C7 -0.33 -5.91 -2.64
C8 -0.39 -5.25 -1.42
C9 -0.01 -3.91 1.22
C10 0.75 -5.08 1.39
C11 0.79 -5.70 2.62
C12 0.06 -5.19 3.68
C13 -0.70 -4.03 3.53
C14 -0.72 -3.38 2.31
H3 0.92 -2.25 -2.38
H4 1.05 -3.45 -4.53
H5 0.25 -5.77 -4.70
H6 -0.70 -6.92 -2.73
H7 -0.84 -5.74 -0.57
H8 1.34 -5.46 0.57
H9 1.39 -6.59 2.75
H10 0.08 -5.69 4.64
H11 -1.28 -3.65 4.36
H12 -1.34 -2.50 2.18

As for the spin multiplicity: 1. As for the total charge: +2. Its frontier orbital gap is 6.94 eV. As for the LUMO energy: -8.5 eV. The calculation puts the energy above the lowest of the compared OMol25 structures with the same formula, charge and spin at 0.0 kcal/mol. Its HOMO energy is -15.40 eV.

***

# 5
Computed, not measured: a molecular structure, C14H12F6N3O6ReS2, with ωB97M-V/def2-TZVPD.

Element x y z (Å)
Re1 -0.54 0.39 0.92
C1 0.55 0.22 5.07
C2 0.71 0.17 3.59
O1 -0.32 0.45 2.90
C3 1.96 -0.22 3.05
C4 2.34 -0.32 1.71
C5 3.73 -0.70 1.35
N1 1.48 -0.05 0.69
N2 1.90 -0.21 -0.54
C6 0.93 -0.08 -1.44
O2 -0.26 0.21 -1.04
C7 1.21 -0.38 -2.84
C8 2.52 -0.32 -3.33
C9 2.77 -0.67 -4.64
C10 1.74 -1.11 -5.46
C11 0.44 -1.18 -4.97
C12 0.16 -0.79 -3.67
H1 0.19 -0.75 5.41
H2 -0.21 0.96 5.33
H3 1.48 0.45 5.57
H4 2.72 -0.46 3.77
H5 4.32 -0.93 2.23
H6 4.19 0.12 0.81
H7 3.73 -1.55 0.68
H8 3.31 0.01 -2.67
H9 3.78 -0.63 -5.03
H10 1.94 -1.40 -6.47
H11 -0.35 -1.54 -5.60
H12 -0.84 -0.84 -3.27
F1 -2.61 -0.84 -1.64
C13 -3.49 -1.16 -0.69
F2 -4.55 -0.38 -0.78
F3 -3.84 -2.42 -0.87
S1 -2.73 -0.93 1.01
O3 -1.35 -1.46 0.94
O4 -3.59 -1.58 1.92
N3 -2.64 0.61 1.26
S2 -2.37 1.93 0.46
O5 -2.75 1.86 -0.90
O6 -1.00 2.37 0.76
C14 -3.47 3.10 1.42
F4 -4.72 2.68 1.30
F5 -3.11 3.02 2.69
F6 -3.38 4.35 1.01

As for the spin multiplicity: 2. As for the total charge: +1. Its frontier orbital gap (alpha / beta) is 6.05 / 5.83 eV. As for the LUMO energy (alpha / beta): -5.6 / -5.8 eV. Its HOMO energy (alpha / beta) is -11.62 / -11.59 eV.

***

# 6
Computed, not measured: C14H12N2O4 in the gas phase, with ωB97M-V/def2-TZVPD.

Element x y z (Å)
O1 -0.68 -3.89 1.31
O2 1.55 -3.13 -0.82
O3 3.05 -1.90 0.18
N1 0.09 0.01 0.34
O4 1.12 -4.02 2.76
C1 0.40 -3.45 1.63
C2 -0.18 -1.34 0.55
C3 0.94 4.60 -1.75
C4 -2.78 1.53 -1.53
C5 1.60 3.91 -0.69
C6 -2.07 0.65 -0.82
C7 -0.31 4.20 -2.30
C8 -2.22 2.78 -1.98
C9 1.07 2.73 -0.25
C10 -0.71 0.93 -0.41
C11 -0.91 3.12 -1.67
C12 -0.20 2.28 -0.79
N2 1.90 -2.41 0.08
C13 0.52 -5.25 3.27
C14 0.88 -2.11 1.12
H1 -1.10 -1.92 0.22
H2 1.57 5.30 -2.30
H3 -3.80 1.33 -1.84
H4 2.49 4.44 -0.31
H5 -2.56 -0.32 -0.76
H6 -0.86 4.63 -3.09
H7 -2.86 3.38 -2.63
H8 1.58 2.25 0.54
H9 1.23 -5.77 3.95
H10 -0.50 -5.12 3.63
H11 0.39 -5.89 2.44
H12 1.35 -1.56 1.91

As for the spin multiplicity: 1. As for the total charge: 0. Its frontier orbital gap is 7.01 eV. As for the LUMO energy: -1.0 eV. The calculation puts the energy above the lowest of the compared OMol25 structures with the same formula, charge and spin at 142.9 kcal/mol. Its HOMO energy is -8.03 eV.

***

# 7
Computed, not measured: C14H12N4O2S in the gas phase, with ωB97M-V/def2-TZVPD.

Element x y z (Å)
C1 -0.16 0.55 -3.31
C2 -0.73 0.41 -2.13
C3 -0.78 1.50 -1.11
N1 -0.30 1.06 0.19
C4 0.49 0.00 0.44
N2 0.98 -0.89 -0.40
C5 1.71 -1.83 0.20
N3 2.01 -1.91 1.49
N4 1.55 -1.02 2.33
C6 0.78 -0.07 1.85
C7 0.11 1.04 2.45
C8 0.00 1.51 3.75
C9 -0.75 2.65 3.98
C10 -1.38 3.31 2.93
C11 -1.29 2.86 1.62
C12 -0.54 1.71 1.39
H1 -1.78 3.39 0.82
H2 -1.96 4.20 3.14
H3 -0.85 3.03 4.98
H4 0.50 0.99 4.55
S1 2.37 -3.10 -0.80
C13 1.40 -2.83 -2.33
C14 0.06 -3.47 -2.12
O1 -0.91 -2.92 -1.67
O2 0.07 -4.76 -2.45
H5 -0.78 -5.18 -2.25
H6 1.95 -3.33 -3.13
H7 1.31 -1.76 -2.49
H8 -1.82 1.82 -0.97
H9 -0.19 2.36 -1.44
H10 -1.21 -0.52 -1.85
H11 -0.17 -0.24 -4.04
H12 0.33 1.47 -3.61

As for the spin multiplicity: 1. As for the total charge: 0. Its frontier orbital gap is 8.38 eV. As for the LUMO energy: -0.1 eV. The calculation puts the energy above the lowest of the compared OMol25 structures with the same formula, charge and spin at 20.3 kcal/mol. Its HOMO energy is -8.43 eV.

***

Going through the records in order, we get strongest force on any atom values of 0.658; 2.318; 6.319; 0.197; 8.007; 7.502; 1.315 eV Å⁻¹.